Record 1
Density functional theory data (ωB97M-V/def2-TZVPD) for an isolated molecule of C5H14N2 at a distorted geometry.

Geometry as ORCA input:
```
! RIJCOSX wB97M-V def2-TZVPD def2/J DEFGRID3
* xyz 0 1
C 0.238 -3.209 0.378
C 1.044 -1.972 -0.094
N 0.659 -0.730 0.581
C 0.699 0.345 -0.393
C 0.376 1.691 0.361
C -1.079 2.214 0.332
N -1.524 2.667 -0.989
H -0.615 -3.327 -0.291
H 0.921 -4.089 0.322
H -0.107 -3.181 1.412
H 2.141 -2.192 0.003
H 0.746 -1.999 -1.158
H -0.120 -0.762 1.216
H 1.711 0.490 -0.845
H -0.092 0.257 -1.154
H 0.753 1.656 1.394
H 1.013 2.439 -0.111
H -1.753 1.399 0.643
H -1.111 3.086 1.008
H -1.606 1.905 -1.640
H -2.294 3.311 -0.973
*
```

- Frontier orbital gap: 9.69 eV
- HOMO energy: -8.58 eV
- E_LUMO: 1.109 eV
- F_max: 0.058 hartree/bohr
- Energy above the lowest of the compared OMol25 structures with the same formula, charge and spin: 31.4 kcal/mol


Record 2
Density functional theory data (ωB97M-V/def2-TZVPD) for a structure of composition C17H40LaNP3S at a distorted geometry.

Geometry as ORCA input:
```
! RIJCOSX wB97M-V def2-TZVPD def2/J DEFGRID3
* xyz 3 1
La 0.490 -1.269 0.389
P -0.519 1.397 2.431
P -2.501 -0.796 0.661
P 2.578 0.854 1.049
H 0.810 -2.501 -5.031
C 1.801 -2.472 -4.578
C 2.068 -3.277 -3.503
H 1.288 -4.005 -3.201
C -1.033 2.951 1.571
C -2.010 1.238 3.491
C 0.523 2.226 3.703
C -2.843 -2.291 -0.404
C -3.919 -1.052 1.801
C -3.167 0.520 -0.401
C 3.907 0.378 -0.140
C 3.648 1.076 2.527
C 2.410 2.616 0.541
H 2.582 -1.851 -5.005
H 3.127 -3.506 -3.250
H -1.257 3.717 2.324
H -1.924 2.764 0.962
H -0.221 3.308 0.931
H -2.112 2.149 4.099
H -1.914 0.382 4.175
H -2.923 1.132 2.894
H -0.118 2.910 4.280
H 1.331 2.823 3.264
H 0.950 1.498 4.407
H -3.904 -2.272 -0.707
H -2.696 -3.201 0.207
H -2.200 -2.333 -1.305
H -4.805 -0.585 1.356
H -3.753 -0.628 2.794
H -4.106 -2.125 1.908
H -4.001 0.115 -0.978
H -2.396 0.883 -1.086
H -3.530 1.350 0.213
H 4.584 1.233 -0.268
H 3.482 0.096 -1.116
H 4.472 -0.477 0.257
H 4.458 1.771 2.268
H 4.090 0.111 2.807
H 3.087 1.485 3.374
H 3.402 2.967 0.239
H 2.046 3.254 1.351
H 1.730 2.671 -0.314
C 0.549 -1.124 -2.665
C 0.615 0.198 -3.158
C -0.372 0.626 -4.043
C -1.386 -0.251 -4.475
C -1.523 -1.491 -3.844
C -0.526 -1.975 -3.009
S 1.934 -1.855 -1.900
H 0.686 0.311 -1.075
H 1.545 0.759 -2.988
H -0.349 1.649 -4.442
H -2.036 0.030 -5.335
H -2.380 -2.117 -4.044
H -0.455 -3.037 -2.765
N 0.667 -1.746 2.902
H -0.262 -1.537 3.320
H 1.314 -1.033 3.269
H 0.967 -2.639 3.264
*
```

- Frontier orbital gap (alpha / beta): 6.56 / 5.32 eV
- HOMO energy (alpha / beta): -17.28 / -17.26 eV
- E_LUMO (alpha / beta): -10.717 / -11.941 eV
- F_max: 0.051 hartree/bohr
- Energy above the lowest of the compared OMol25 structures with the same formula, charge and spin: 34.2 kcal/mol


Please write out number 2 again, unchanged.
Density functional theory data (ωB97M-V/def2-TZVPD) for a structure of composition C17H40LaNP3S at a distorted geometry.

Geometry as ORCA input:
```
! RIJCOSX wB97M-V def2-TZVPD def2/J DEFGRID3
* xyz 3 1
La 0.490 -1.269 0.389
P -0.519 1.397 2.431
P -2.501 -0.796 0.661
P 2.578 0.854 1.049
H 0.810 -2.501 -5.031
C 1.801 -2.472 -4.578
C 2.068 -3.277 -3.503
H 1.288 -4.005 -3.201
C -1.033 2.951 1.571
C -2.010 1.238 3.491
C 0.523 2.226 3.703
C -2.843 -2.291 -0.404
C -3.919 -1.052 1.801
C -3.167 0.520 -0.401
C 3.907 0.378 -0.140
C 3.648 1.076 2.527
C 2.410 2.616 0.541
H 2.582 -1.851 -5.005
H 3.127 -3.506 -3.250
H -1.257 3.717 2.324
H -1.924 2.764 0.962
H -0.221 3.308 0.931
H -2.112 2.149 4.099
H -1.914 0.382 4.175
H -2.923 1.132 2.894
H -0.118 2.910 4.280
H 1.331 2.823 3.264
H 0.950 1.498 4.407
H -3.904 -2.272 -0.707
H -2.696 -3.201 0.207
H -2.200 -2.333 -1.305
H -4.805 -0.585 1.356
H -3.753 -0.628 2.794
H -4.106 -2.125 1.908
H -4.001 0.115 -0.978
H -2.396 0.883 -1.086
H -3.530 1.350 0.213
H 4.584 1.233 -0.268
H 3.482 0.096 -1.116
H 4.472 -0.477 0.257
H 4.458 1.771 2.268
H 4.090 0.111 2.807
H 3.087 1.485 3.374
H 3.402 2.967 0.239
H 2.046 3.254 1.351
H 1.730 2.671 -0.314
C 0.549 -1.124 -2.665
C 0.615 0.198 -3.158
C -0.372 0.626 -4.043
C -1.386 -0.251 -4.475
C -1.523 -1.491 -3.844
C -0.526 -1.975 -3.009
S 1.934 -1.855 -1.900
H 0.686 0.311 -1.075
H 1.545 0.759 -2.988
H -0.349 1.649 -4.442
H -2.036 0.030 -5.335
H -2.380 -2.117 -4.044
H -0.455 -3.037 -2.765
N 0.667 -1.746 2.902
H -0.262 -1.537 3.320
H 1.314 -1.033 3.269
H 0.967 -2.639 3.264
*
```

- Frontier orbital gap (alpha / beta): 6.56 / 5.32 eV
- HOMO energy (alpha / beta): -17.28 / -17.26 eV
- E_LUMO (alpha / beta): -10.717 / -11.941 eV
- F_max: 0.051 hartree/bohr
- Energy above the lowest of the compared OMol25 structures with the same formula, charge and spin: 34.2 kcal/mol


Please write out number 2 again, unchanged.
Density functional theory data (ωB97M-V/def2-TZVPD) for a structure of composition C17H40LaNP3S at a distorted geometry.

Geometry as ORCA input:
```
! RIJCOSX wB97M-V def2-TZVPD def2/J DEFGRID3
* xyz 3 1
La 0.490 -1.269 0.389
P -0.519 1.397 2.431
P -2.501 -0.796 0.661
P 2.578 0.854 1.049
H 0.810 -2.501 -5.031
C 1.801 -2.472 -4.578
C 2.068 -3.277 -3.503
H 1.288 -4.005 -3.201
C -1.033 2.951 1.571
C -2.010 1.238 3.491
C 0.523 2.226 3.703
C -2.843 -2.291 -0.404
C -3.919 -1.052 1.801
C -3.167 0.520 -0.401
C 3.907 0.378 -0.140
C 3.648 1.076 2.527
C 2.410 2.616 0.541
H 2.582 -1.851 -5.005
H 3.127 -3.506 -3.250
H -1.257 3.717 2.324
H -1.924 2.764 0.962
H -0.221 3.308 0.931
H -2.112 2.149 4.099
H -1.914 0.382 4.175
H -2.923 1.132 2.894
H -0.118 2.910 4.280
H 1.331 2.823 3.264
H 0.950 1.498 4.407
H -3.904 -2.272 -0.707
H -2.696 -3.201 0.207
H -2.200 -2.333 -1.305
H -4.805 -0.585 1.356
H -3.753 -0.628 2.794
H -4.106 -2.125 1.908
H -4.001 0.115 -0.978
H -2.396 0.883 -1.086
H -3.530 1.350 0.213
H 4.584 1.233 -0.268
H 3.482 0.096 -1.116
H 4.472 -0.477 0.257
H 4.458 1.771 2.268
H 4.090 0.111 2.807
H 3.087 1.485 3.374
H 3.402 2.967 0.239
H 2.046 3.254 1.351
H 1.730 2.671 -0.314
C 0.549 -1.124 -2.665
C 0.615 0.198 -3.158
C -0.372 0.626 -4.043
C -1.386 -0.251 -4.475
C -1.523 -1.491 -3.844
C -0.526 -1.975 -3.009
S 1.934 -1.855 -1.900
H 0.686 0.311 -1.075
H 1.545 0.759 -2.988
H -0.349 1.649 -4.442
H -2.036 0.030 -5.335
H -2.380 -2.117 -4.044
H -0.455 -3.037 -2.765
N 0.667 -1.746 2.902
H -0.262 -1.537 3.320
H 1.314 -1.033 3.269
H 0.967 -2.639 3.264
*
```

- Frontier orbital gap (alpha / beta): 6.56 / 5.32 eV
- HOMO energy (alpha / beta): -17.28 / -17.26 eV
- E_LUMO (alpha / beta): -10.717 / -11.941 eV
- F_max: 0.051 hartree/bohr
- Energy above the lowest of the compared OMol25 structures with the same formula, charge and spin: 34.2 kcal/mol


Q: The highest energy above the lowest of the compared OMol25 structures with the same formula, charge and spin belongs to which entry?
A: C17H40LaNP3S